[1]
CH20NiO13 | wB97M-V/def2-TZVPD

Structure (XYZ):
```
35
Properties=species:S:1:pos:R:3:forces:R:3
Ni 12.834722 -6.820545 -26.820293 0.6 0.6 3.3
C 12.402747 -7.254333 -24.357528 -3.1 -1.3 -1.5
O 11.899613 -6.253556 -25.032169 0.4 1.0 -0.8
O 11.881249 -7.735024 -23.340790 1.6 1.0 -0.1
O 13.149931 -7.936662 -25.193052 1.6 -0.9 -0.7
O 12.799511 -5.197200 -21.983631 0.0 0.1 -0.2
H 12.676471 -6.117817 -22.242667 0.0 0.2 0.3
H 11.919384 -4.804465 -22.050172 0.1 -0.1 0.0
O 15.635417 -9.158340 -25.374411 -0.4 0.2 -0.1
H 14.782352 -8.711450 -25.199112 -0.1 -0.6 0.0
H 15.402975 -10.033034 -25.705287 0.1 0.1 0.1
O 9.349419 -7.707635 -25.427960 0.0 -0.2 -0.2
H 8.970043 -7.751549 -24.543270 0.0 0.0 -0.1
H 10.271718 -7.477096 -25.277659 -0.2 0.3 0.2
O 9.613818 -6.816164 -21.722020 0.1 0.0 -0.3
H 10.426675 -7.016408 -22.214452 -0.4 0.0 0.1
H 9.008237 -7.531666 -21.943065 0.1 0.0 0.1
O 14.584385 -5.710075 -26.563635 -0.2 -0.3 -0.3
H 15.231367 -5.953282 -25.849415 0.0 -0.2 0.2
H 14.928014 -4.893021 -26.942944 -0.3 0.0 -0.1
O 12.385940 -8.256474 -20.422327 0.1 -0.1 -0.1
H 12.391818 -9.219705 -20.442510 -0.1 0.1 0.0
H 12.121307 -8.001114 -21.317324 0.1 -0.2 0.3
O 10.533355 -3.723688 -24.927131 0.2 -0.2 -0.2
H 10.878016 -3.174771 -25.638485 0.0 0.0 0.1
H 10.953769 -4.594400 -25.045002 -0.2 0.3 0.3
O 12.661207 -11.015733 -25.099824 0.4 0.1 -0.3
H 12.653464 -10.047364 -25.100627 0.1 -0.1 0.1
H 13.248535 -11.251477 -24.370458 -0.2 0.0 0.0
O 16.347383 -6.626381 -24.649650 -0.6 -0.1 -0.4
H 16.052420 -7.535313 -24.864627 0.7 0.3 0.3
H 17.306761 -6.686273 -24.600578 0.0 0.1 0.0
O 10.832865 -10.373237 -23.078076 -0.1 0.0 -0.1
H 11.227740 -9.506641 -23.248516 -0.1 -0.1 0.2
H 10.987273 -10.856806 -23.902384 0.0 0.0 0.2
```
Positions in Å, forces in eV/Å.

Results
2S+1: 3
Energy above the lowest of the compared OMol25 structures with the same formula, charge and spin (eV): 0.411
Gap between HOMO and LUMO (spin up / spin down) (Eh): 0.2698 / 0.2596

=====

[2]
CH20O9 | wB97M-V/def2-TZVPD

Structure (XYZ):
```
30
Properties=species:S:1:pos:R:3:forces:R:3
O -0.030267 0.331400 1.242433 1.8 1.2 -2.0
H -0.691267 1.074400 1.396433 -0.1 -0.6 -0.5
H 0.765733 0.866400 0.863433 -0.7 -0.8 1.3
H -0.152267 -0.236600 0.305433 -0.1 -0.4 -0.5
C -1.161267 -0.008600 -1.689567 2.6 -3.4 -0.5
O -0.043267 -0.818600 -1.279567 -1.1 1.6 2.3
H -0.744267 0.711400 -2.270567 0.6 3.3 -1.4
H -1.754267 0.240400 -0.895567 -1.7 1.4 2.1
H -1.762267 -0.543600 -2.356567 -1.3 -1.2 -1.1
O -1.875267 2.347400 1.344433 -1.8 2.0 -3.0
H -1.670267 3.259400 0.787433 -0.9 -3.7 2.0
H -2.762267 1.950400 0.947433 2.8 1.5 1.0
O -2.395267 -1.069600 1.607433 0.9 0.2 2.7
H -2.388267 -0.952600 2.604433 0.1 -0.3 -1.8
H -3.163267 -0.600600 1.340433 -1.2 0.4 -0.6
O -1.619267 -2.728600 -0.344567 -2.9 -6.4 -0.9
H -1.654267 -2.334600 0.456433 -1.1 0.6 5.1
H -1.211267 -2.018600 -0.647567 4.0 4.7 -4.4
O 2.147733 0.569400 -1.736567 6.6 2.2 0.1
H 2.136733 1.518400 -1.795567 0.1 0.4 -0.2
H 1.316733 0.293400 -1.746567 -6.4 -2.7 0.1
O 3.188733 -0.345600 0.887433 -0.1 4.1 4.7
H 3.417733 -1.196600 1.032433 1.4 -4.5 2.2
H 3.065733 -0.485600 0.033433 -1.4 0.5 -7.0
O 1.571733 2.675400 0.964433 0.5 0.9 -1.1
H 2.032733 3.133400 0.229433 -0.5 -0.9 0.1
H 1.883733 3.244400 1.666433 -0.1 -0.2 0.9
O 1.416733 -3.075600 -1.150567 2.8 -0.9 -1.5
H 1.013733 -3.613600 -0.503567 -1.3 0.1 0.9
H 1.120733 -2.186600 -1.292567 -1.4 0.6 0.5
```
Positions in Å, forces in eV/Å.

Results
Energy above the lowest of the compared OMol25 structures with the same formula, charge and spin (eV): 5.315
Gap between HOMO and LUMO (Eh): 0.2846

=====

[3]
CH23BaO11 | wB97M-V/def2-TZVPD

Structure (XYZ):
```
36
Properties=species:S:1:pos:R:3:forces:R:3
Ba 4.917070 5.079745 8.587210 1.9 2.0 0.1
C 7.972010 7.629805 8.149700 0.5 1.1 -1.2
O 6.912470 7.285365 8.951990 -2.1 -2.3 0.5
H 8.969450 7.534655 8.578840 0.1 -0.1 0.6
H 8.063220 7.151285 7.174600 -0.3 -0.9 -0.3
H 7.879300 8.666885 7.827250 0.2 0.5 0.2
O 10.859190 6.138925 6.063700 -0.1 0.3 0.1
H 11.467330 5.700135 5.468830 0.4 0.0 -0.2
H 10.196400 5.476965 6.260560 -0.3 -0.4 0.2
O 8.577870 5.876255 10.954200 0.2 -0.6 0.2
H 7.874160 6.229515 10.409930 -0.3 0.6 -0.6
H 9.127070 6.633375 11.157590 0.2 0.2 0.2
O 6.393120 8.178705 4.654250 -1.0 -0.3 0.1
H 7.327220 8.114665 4.455280 0.6 0.0 -0.1
H 6.359550 8.354715 5.594530 0.1 0.3 0.2
O 6.642220 8.965705 11.185060 -0.3 0.5 0.5
H 6.885780 8.451855 10.415080 0.2 -0.6 -0.7
H 6.566520 8.321745 11.889210 0.1 0.0 0.3
O 9.088190 10.437975 6.007580 0.6 -0.1 0.4
H 8.949680 9.590925 5.583850 0.1 0.1 -0.4
H 8.227040 10.679325 6.348760 -0.3 0.3 -0.1
O 11.858640 8.180325 8.165540 0.2 -0.1 0.2
H 11.141820 8.559845 8.673840 -0.1 0.3 0.1
H 11.434070 7.544475 7.589630 0.0 -0.3 -0.4
O 4.355290 9.302235 8.961160 -0.5 -0.4 -0.6
H 3.952880 8.983755 9.769160 0.0 0.3 0.4
H 5.246840 8.954605 8.983860 0.6 -0.2 0.2
O 9.134360 8.058175 4.614930 -0.3 -0.2 -0.2
H 9.449560 7.695595 5.442830 0.4 -0.3 0.2
H 9.764410 7.751015 3.963070 0.2 0.1 -0.2
O 9.163710 4.415775 8.073620 -0.5 -0.1 -0.5
H 9.574270 5.185415 8.467740 0.1 0.3 0.5
H 9.830930 3.731865 8.131250 0.2 -0.3 0.1
O 6.626320 11.195595 6.798000 -0.2 -0.1 0.2
H 6.565900 11.187205 7.753260 0.0 0.2 0.4
H 5.716710 11.191855 6.499960 -0.2 0.1 -0.2
```
Positions in Å, forces in eV/Å.

Results
Gap between HOMO and LUMO (Eh): 0.2176
Net charge: +1

=====

[4]
CH24O11 | wB97M-V/def2-TZVPD

Structure (XYZ):
```
36
Properties=species:S:1:pos:R:3:forces:R:3
O -0.256278 0.353833 0.176056 0.2 -2.8 0.5
H -0.152278 -0.443167 0.867056 -0.2 2.1 -1.7
H 0.336722 0.131833 -0.662944 -1.2 -1.6 -1.2
H 0.051722 1.197833 0.477056 0.5 1.3 1.4
C 1.515722 0.488833 -2.247944 -1.6 0.3 1.9
O 0.568722 -0.488167 -2.164944 -0.9 -1.2 1.5
H 2.335722 0.314833 -1.542944 0.7 0.2 -0.3
H 0.906722 1.322833 -1.842944 1.6 1.4 -0.5
H 1.796722 0.613833 -3.241944 1.2 0.8 -1.8
O -2.888278 0.365833 1.695056 -0.9 -1.1 2.4
H -2.953278 1.201833 1.309056 0.4 2.1 -1.9
H -3.403278 0.614833 2.504056 0.6 -1.1 -0.6
O -0.019278 3.323833 -0.424944 -3.2 -0.8 1.1
H -0.685278 3.009833 -1.107944 1.2 0.3 0.4
H 0.793722 3.477833 -0.820944 2.1 0.3 -1.5
O 2.864722 0.297833 0.970056 -0.7 -0.6 0.8
H 2.796722 -0.654167 0.878056 -0.7 -0.5 0.6
H 3.481722 0.396833 0.277056 1.3 1.1 -1.4
O 0.292722 -1.844167 1.799056 0.5 -2.9 1.9
H 0.513722 -2.838167 1.735056 0.2 2.2 -1.0
H 0.119722 -1.862167 2.772056 0.2 1.0 -0.7
O -1.362278 2.057833 -2.531944 -0.2 0.8 -0.8
H -0.743278 1.330833 -2.724944 -0.3 -0.2 -0.1
H -1.476278 2.598833 -3.350944 0.3 -0.9 1.0
O -2.084278 -3.177167 1.715056 1.3 0.3 0.9
H -1.716278 -3.991167 1.410056 -0.7 -1.9 -0.8
H -1.187278 -2.845167 1.943056 -1.4 1.0 0.1
O 1.786722 -2.644167 -1.330944 0.2 -1.9 0.2
H 2.458722 -2.492167 -0.685944 0.6 0.3 0.4
H 1.298722 -1.835167 -1.523944 -0.8 1.4 -0.7
O -2.116278 -1.953167 -0.714944 1.7 -2.8 1.9
H -2.653278 -1.197167 -0.639944 -1.0 1.4 0.5
H -2.014278 -2.399167 0.231056 -1.0 1.7 -2.8
O 0.413722 2.199833 2.156056 -1.6 -3.0 -0.5
H 0.518722 2.984833 1.716056 0.0 3.1 -2.5
H 0.859722 2.379833 2.930056 1.5 0.0 2.9
```
Positions in Å, forces in eV/Å.

Results
Energy above the lowest of the compared OMol25 structures with the same formula, charge and spin (eV): 3.848
Gap between HOMO and LUMO (Eh): 0.2616

=====

[5]
CH25O15 | wB97M-V/def2-TZVPD

Structure (XYZ):
```
41
Properties=species:S:1:pos:R:3:forces:R:3
O 0.095347 1.861484 2.484750 1.2 1.6 2.2
H 0.581126 1.263627 3.070702 -0.4 -0.7 0.1
H -0.135723 1.399521 1.652427 -1.1 -1.1 -1.9
H 0.731338 2.620845 2.338406 -0.4 0.3 -0.9
C 0.044719 -0.071705 0.118029 -3.0 3.3 -2.0
O -1.133171 0.421684 0.579228 3.6 0.2 1.5
O 1.064668 0.754849 0.079766 -1.6 -1.3 1.9
O -0.097780 -1.046063 -0.635350 1.8 -0.7 0.8
O -1.468955 -0.733951 2.870395 0.2 0.5 0.1
H -1.615130 -0.370026 1.960877 0.1 -0.4 0.4
H -2.236067 -1.265640 3.065667 -0.2 -0.3 0.0
O -0.344583 -4.564734 -0.261617 -1.8 -1.3 0.6
H 0.410688 -4.736791 0.265197 1.2 0.2 0.4
H -0.170619 -3.880557 -0.891317 0.7 0.5 -0.7
O 3.432560 0.318272 0.770187 3.1 -0.2 1.1
H 2.574677 0.554704 0.494101 -2.1 0.1 -0.9
H 3.938018 0.141279 -0.031157 -0.2 -0.1 0.1
O -0.422919 2.921343 -0.313401 0.9 3.3 -0.9
H 0.077161 2.133581 -0.276343 0.7 -1.7 0.0
H -1.237332 2.791461 0.106731 -1.7 -0.7 0.6
O 1.758658 3.936722 1.414359 1.5 -1.5 2.4
H 1.299038 4.254007 0.679707 -1.6 0.6 -2.0
H 2.312928 3.220832 1.065259 0.0 0.2 -0.1
O 2.175661 -2.448952 -0.331022 0.9 -0.9 -0.6
H 1.354809 -1.961097 -0.416920 -0.3 0.3 0.1
H 2.516812 -2.341904 0.547207 0.0 0.4 0.6
O -0.044643 -2.935027 -2.339436 -1.1 0.1 0.7
H -0.168800 -2.149132 -1.768888 -0.3 -0.6 -0.2
H 0.518919 -2.548364 -2.971281 1.3 0.3 -1.5
O -1.191374 0.341760 -2.719172 -1.8 0.6 -0.9
H -0.876137 -0.075652 -1.926846 0.2 -0.4 0.5
H -2.171008 0.376284 -2.600600 1.2 0.0 0.0
O -3.605127 0.918471 0.044194 -1.8 -1.5 -1.6
H -3.970605 1.705489 0.357177 -0.5 1.9 0.9
H -2.714367 0.802169 0.303846 1.7 -0.2 0.5
O -2.462784 -1.938461 -0.042610 0.3 0.4 0.8
H -1.660186 -1.353022 -0.038880 -1.2 -1.1 -0.1
H -2.694468 -1.994887 -0.960936 -0.2 -0.1 -0.6
O 1.782520 1.062455 -2.314755 0.0 0.3 0.6
H 1.318845 0.922790 -1.437789 0.5 -0.3 -1.3
H 2.433287 1.692334 -1.989891 0.3 0.1 -0.5
```
Positions in Å, forces in eV/Å.

Results
Energy above the lowest of the compared OMol25 structures with the same formula, charge and spin (eV): 4.042
Gap between HOMO and LUMO (Eh): 0.3185
Net charge: -1

=====

[6]
CH26F3O24P2SZr | wB97M-V/def2-TZVPD

Structure (XYZ):
```
58
Properties=species:S:1:pos:R:3:forces:R:3
Zr 3.406861 0.205589 0.686225 -2.5 -1.0 0.6
C -1.393457 0.280218 -0.630805 0.7 -0.7 -0.5
F -1.866436 0.098956 0.597272 0.4 -0.3 -1.1
F -2.361139 -0.022526 -1.542623 0.2 0.0 0.4
F -1.092357 1.548641 -0.802493 0.3 0.2 0.0
S 0.084429 -0.849810 -0.902714 -0.3 -0.6 0.2
O 1.087179 -0.336180 -0.020965 -0.5 0.4 -0.2
O -0.419751 -2.166535 -0.526118 -0.4 0.9 -0.2
O 0.373204 -0.739624 -2.339909 -0.2 -0.1 0.5
P 4.657304 -2.001972 0.443349 -0.8 2.2 1.1
O 5.462539 -3.228699 0.364563 -0.2 -0.2 -0.3
O 5.193321 -0.610245 -0.088817 1.5 1.0 -2.1
O 4.316269 -1.298248 1.820208 0.2 -0.5 2.9
O 3.173999 -1.803431 -0.062556 -0.3 -1.3 -1.7
P 1.881842 3.374399 1.283480 -2.9 8.7 2.9
O 2.506689 4.113329 2.511512 1.7 -2.9 -0.2
O 1.961647 4.564916 0.236943 1.1 -3.0 -1.8
O 0.360558 3.407455 1.682365 0.0 -3.2 -0.6
O 2.322166 1.913622 0.876860 1.9 -0.5 -0.5
O 0.453287 1.677491 -3.465087 -0.2 -0.6 -0.4
H 0.935306 1.556462 -4.287539 0.0 0.0 0.0
H 0.207442 0.767935 -3.183118 0.3 0.4 0.0
O -2.780144 1.766207 1.994952 -1.6 0.0 0.4
H -2.989692 2.345728 1.232332 0.7 0.3 0.1
H -3.327060 2.092661 2.716223 0.2 0.3 0.1
O -2.737028 3.646296 -0.027226 -0.8 -0.3 0.1
H -2.442626 3.067744 -0.743752 0.5 0.3 0.0
H -3.618899 3.935874 -0.286188 0.1 0.1 -0.2
O 3.042193 0.742735 -1.484767 0.5 -0.2 -1.0
H 2.861739 1.524727 -2.020606 -0.3 0.3 0.5
H 2.905444 -0.015491 -2.070004 0.0 -0.1 0.2
O 0.251008 -4.607430 -1.356261 -0.3 -0.3 -0.4
H 1.130814 -4.229128 -1.428120 0.0 0.1 0.3
H -0.331648 -3.828387 -1.269963 0.6 -0.4 0.2
O 0.586954 3.977592 -1.919957 0.7 -0.3 -0.1
H 1.296291 4.065593 -1.174753 -0.9 0.7 0.3
H 0.680423 3.076754 -2.254181 -0.2 0.3 0.0
O 1.940310 -0.079953 2.401898 0.9 -0.4 0.1
H 1.063597 0.383800 2.316845 -0.5 0.2 0.2
H 1.843387 -0.657400 3.161695 0.4 -0.2 -0.2
O -0.247405 1.099567 2.693575 -0.1 -0.3 0.2
H -1.184504 1.176792 2.468479 0.6 0.0 0.0
H 0.117060 1.976147 2.277403 -0.2 1.3 0.0
O -3.135062 -0.999571 2.387747 -0.3 0.1 0.9
H -3.004735 -0.050617 2.178581 0.2 0.0 0.3
H -3.959883 -1.029132 2.880314 0.1 0.0 0.5
O -4.238232 -1.152574 0.158934 -1.4 0.0 -0.7
H -3.991442 -1.097283 1.099583 0.5 -0.3 -0.2
H -4.171072 -0.250515 -0.160000 0.1 -0.1 -0.2
O -0.612379 -3.324874 2.250487 -0.1 -0.1 0.4
H 0.322403 -3.106693 2.302157 0.1 0.1 -0.2
H -0.978503 -2.657760 1.658595 0.1 0.0 -0.1
O 1.302172 -2.848118 -3.990799 -0.1 0.1 -0.2
H 0.831001 -2.225546 -3.407728 0.2 -0.1 -0.1
H 1.796642 -3.411044 -3.390867 0.0 0.0 0.1
O -3.190820 -3.643073 -0.672642 -0.2 -0.3 -0.1
H -3.864687 -3.030477 -0.351558 0.3 0.2 -0.1
H -2.416515 -3.084892 -0.820458 0.0 0.1 0.2
```
Positions in Å, forces in eV/Å.

Results
Gap between HOMO and LUMO (Eh): 0.1230
Net charge: -3

=====

[7]
CH26MnO17P | wB97M-V/def2-TZVPD

Structure (XYZ):
```
46
Properties=species:S:1:pos:R:3:forces:R:3
O 2.514792 -2.349474 1.460385 1.0 -2.5 -0.1
H 3.467622 -2.350754 1.343285 1.1 -0.3 -0.1
H 2.298862 -2.095734 2.360705 -0.5 0.7 2.1
H 2.145752 -1.702264 0.854975 -1.3 2.0 -1.9
O -0.217888 3.662136 1.009365 -0.5 1.4 1.4
H 0.510302 4.266556 0.848095 1.0 0.6 -0.4
H -1.057938 4.099936 0.853645 -0.7 0.4 -0.1
H -0.137918 2.856396 0.493625 0.7 -2.4 -1.0
O 0.262342 0.415736 -3.254465 -1.2 -0.2 -2.8
H 1.020082 0.894236 -2.910265 2.8 2.1 1.6
H -0.304228 0.012166 -2.592855 -0.4 -0.8 1.3
H 0.628222 -0.222574 -3.871135 0.1 -0.7 -0.5
O 0.563162 0.735936 3.230625 -0.1 2.3 2.3
H 1.491992 0.810936 2.999895 1.5 0.0 -1.2
H 0.603402 0.255946 4.061045 -0.3 -0.9 1.4
H -0.044148 0.308866 2.622035 -0.9 -1.5 -2.2
O -3.143698 -0.535464 -1.079715 -3.3 -0.1 -0.1
H -3.300908 -0.892714 -0.202645 -0.6 -0.6 1.1
H -3.448168 0.373666 -1.031005 -0.6 1.1 -0.3
H -2.189758 -0.489864 -1.177335 3.6 0.0 -0.4
O -0.962838 -2.746704 2.739785 -1.3 -2.5 1.6
H -0.300078 -2.712344 3.433445 1.0 0.6 1.2
H -0.895498 -1.990994 2.151585 0.7 2.4 -2.1
H -0.818698 -3.595984 2.316075 -0.2 -0.8 -0.8
Mn 2.275642 1.141556 -0.066195 3.6 4.3 -2.3
C 2.578012 2.760696 -2.016495 1.3 5.2 -7.8
O 2.264262 1.557446 -2.140905 -1.3 -7.4 -2.6
O 2.876322 3.618596 -2.893835 -0.4 -2.6 0.8
O 2.403712 3.085006 -0.881445 -0.6 3.1 11.3
P 0.087992 -0.183574 0.088495 -2.1 0.3 0.4
O 1.549992 -0.590404 -0.032195 0.5 -3.8 0.5
O -0.517178 -0.701574 1.436945 0.1 0.1 -1.2
O -0.760158 -0.536924 -1.154065 0.6 -0.1 1.5
O 0.341672 1.323586 0.200715 -2.9 1.4 0.6
O -1.825058 2.419466 -1.424985 -0.4 -0.2 0.5
H -1.666378 3.265976 -1.842695 -0.2 0.3 -0.5
H -0.987548 2.189736 -1.022445 0.5 -0.4 -0.2
O -3.062568 -0.092674 1.975145 -0.7 0.1 -0.6
H -2.185228 -0.173754 1.601075 0.6 0.0 0.2
H -2.991478 -0.491444 2.842415 -0.3 -0.1 0.3
O -0.951078 -3.331944 -1.874215 0.1 -0.3 0.4
H -1.669388 -3.263424 -2.503155 -0.2 -0.3 -0.4
H -0.909868 -2.469014 -1.462035 0.0 0.4 -0.1
O 1.718432 -2.172954 -2.144985 0.3 0.0 -0.4
H 1.079562 -2.841504 -1.897735 -0.3 -0.5 -0.3
H 1.665552 -1.520534 -1.446575 0.3 0.0 -0.1
```
Positions in Å, forces in eV/Å.

Results
2S+1: 7
Energy above the lowest of the compared OMol25 structures with the same formula, charge and spin (eV): 0.000
Gap between HOMO and LUMO (spin up / spin down) (Eh): 0.1823 / 0.1850
Net charge: +2